Entry 1:
Molecular formula: C52H49BrN2OP2Sn
Method: DFT, ωB97M-V/def2-TZVPD

**Energy**: -154196.1529 eV
**Gap between HOMO and LUMO**: 5.8 eV
**Largest force on an atom**: 0.0313 Eh/bohr
**Relative energy (zero: lowest compared OMol25 entry of this formula, charge and spin)**: 125.4 kcal/mol
**Molar mass**: 978.5 g/mol

Element x y z (Å)
Sn 1.965 -0.988 -0.969
N 1.833 -3.170 0.264
C 0.497 -3.529 0.642
C -0.826 -3.974 2.272
C -2.121 -4.509 1.791
C -2.395 -4.739 0.506
C -1.727 -4.093 -0.605
C -2.389 -4.023 -1.781
C -2.165 -2.924 -2.750
C -1.063 -1.978 -2.234
N -0.090 -2.499 -1.355
C -0.451 -3.377 -0.501
H 2.422 -3.067 1.089
H 2.246 -3.895 -0.316
H -0.771 -4.027 3.361
H -2.792 -4.881 2.553
H -3.308 -5.258 0.247
H -3.247 -4.654 -1.957
H -2.108 -3.261 -3.787
H -0.558 -1.427 -3.028
C -2.340 3.882 4.906
C -2.413 3.302 3.488
C -3.757 3.702 2.847
C -2.345 1.784 3.514
C -2.921 1.031 4.530
C -2.869 -0.351 4.523
C -2.251 -1.017 3.480
C -1.693 -0.300 2.434
P -0.838 -1.027 0.992
C -0.175 -2.641 1.735
C 0.290 -4.772 1.532
C 1.445 -5.133 2.384
C 2.058 -4.287 3.218
C 1.742 -2.884 3.386
C 0.816 -2.158 2.746
C -2.308 -1.405 -0.056
C -2.149 -1.127 -1.526
C -3.209 -1.812 -2.419
C -4.467 -2.245 -1.738
C -4.587 -2.210 -0.410
C -3.483 -1.820 0.440
C -1.742 1.099 2.462
O -1.141 1.737 1.418
C -0.743 3.032 1.618
C 0.271 3.499 0.774
C 0.759 4.786 0.952
C 0.212 5.602 1.925
C -0.801 5.132 2.740
C -1.286 3.835 2.619
P 0.885 2.299 -0.471
C 0.319 3.067 -2.050
C 0.334 4.434 -2.310
C 0.031 4.911 -3.572
C -0.291 4.032 -4.594
C -0.323 2.671 -4.342
C -0.024 2.195 -3.078
C 2.643 2.786 -0.613
C 3.413 3.097 0.503
C 4.774 3.308 0.377
C 5.390 3.178 -0.855
C 4.636 2.838 -1.966
C 3.273 2.646 -1.846
H -3.163 3.519 5.516
H -2.417 4.965 4.881
H -1.403 3.603 5.383
H -4.582 3.320 3.447
H -3.840 3.289 1.844
H -3.839 4.786 2.783
H -3.418 1.528 5.348
H -3.308 -0.908 5.337
H -2.189 -2.095 3.481
H -0.081 -5.649 0.997
H 1.776 -6.157 2.315
H 2.875 -4.654 3.822
H 2.366 -2.375 4.107
H 0.758 -1.101 2.987
H -2.033 -0.046 -1.656
H -3.450 -1.219 -3.304
H -5.272 -2.596 -2.368
H -5.493 -2.537 0.077
H -3.615 -1.942 1.505
H 1.579 5.143 0.348
H 0.576 6.610 2.053
H -1.216 5.795 3.482
H 0.586 5.134 -1.529
H 0.059 5.974 -3.763
H -0.507 4.409 -5.583
H -0.569 1.981 -5.137
H -0.039 1.129 -2.882
H 2.948 3.165 1.476
H 5.361 3.552 1.250
H 6.454 3.332 -0.954
H 5.115 2.703 -2.925
H 2.688 2.378 -2.716
C 3.948 -0.396 -4.002
C 3.017 -1.601 -4.022
C 3.471 -2.600 -5.089
C 2.962 -2.252 -2.642
H 3.997 0.085 -4.978
H 4.950 -0.699 -3.708
H 3.595 0.332 -3.273
H 2.012 -1.255 -4.302
H 4.452 -2.999 -4.841
H 3.532 -2.119 -6.065
H 2.773 -3.432 -5.159
H 3.981 -2.543 -2.371
H 2.383 -3.179 -2.729
Br 4.132 -0.798 0.423

***

Entry 2:
Molecular formula: C44H52Cl2IrN7O3S
Method: DFT, ωB97M-V/def2-TZVPD

**Multiplicity**: 5
**Energy**: -101749.7173 eV
**Gap between HOMO and LUMO (spin up / spin down)**: 7.7 / 4.0 eV
**Largest force on an atom**: 0.0335 Eh/bohr
**Relative energy (zero: lowest compared OMol25 entry of this formula, charge and spin)**: 11.8 kcal/mol
**Molar mass**: 1022.1 g/mol
**Total charge**: +2

Element x y z (Å)
Ir 0.005 -0.325 0.240
C -2.778 -1.955 0.812
N -2.830 -2.316 -0.585
C -4.102 -2.094 -1.238
C -1.710 -2.566 -1.285
N -0.519 -2.196 -0.806
C 0.628 -2.911 -1.127
C 0.633 -4.294 -1.334
C 1.802 -4.953 -1.656
C 3.001 -4.253 -1.751
C 3.032 -2.898 -1.504
C 1.857 -2.205 -1.193
N 1.851 -0.863 -0.890
C 2.686 0.024 -1.425
N 3.107 -0.065 -2.708
C 2.359 -0.803 -3.696
C 4.396 0.426 -3.142
N 3.126 1.062 -0.669
C 2.960 0.962 0.767
C 3.010 2.411 -1.199
N -1.854 -3.174 -2.490
C -2.798 -4.254 -2.695
C -0.967 -2.903 -3.595
H -3.723 -2.238 1.280
H -2.634 -0.872 0.943
H -1.960 -2.486 1.299
H -4.544 -1.176 -0.853
H -4.798 -2.915 -1.057
H -3.952 -1.972 -2.305
H -0.282 -4.854 -1.212
H 1.790 -6.020 -1.812
H 3.910 -4.776 -2.001
H 3.972 -2.365 -1.513
H 1.321 -0.869 -3.382
H 2.753 -1.812 -3.848
H 2.405 -0.265 -4.642
H 5.002 0.703 -2.283
H 4.297 1.280 -3.817
H 4.910 -0.367 -3.689
H 3.269 -0.024 1.107
H 1.920 1.123 1.082
H 3.582 1.716 1.247
H 3.483 2.509 -2.171
H 3.484 3.107 -0.512
H 1.954 2.679 -1.298
H -3.170 -4.616 -1.740
H -2.286 -5.079 -3.196
H -3.639 -3.957 -3.324
H -0.471 -1.950 -3.428
H -1.564 -2.831 -4.506
H -0.213 -3.684 -3.731
Cl -2.538 1.063 -3.028
C -2.484 2.533 -3.935
C -2.828 2.541 -5.274
C -2.765 3.731 -5.985
C -2.365 4.902 -5.364
C -2.054 4.901 -4.014
Cl -1.516 6.349 -3.246
C -2.117 3.711 -3.269
N -1.779 3.678 -1.927
C -2.387 4.410 -0.952
C -3.587 5.097 -1.211
C -4.256 5.740 -0.198
C -3.751 5.714 1.100
C -2.555 5.064 1.362
C -1.841 4.437 0.355
C -0.482 3.862 0.634
C -0.455 2.349 0.501
O -0.633 1.624 1.492
O -0.227 1.843 -0.642
H -3.143 1.631 -5.760
H -3.032 3.744 -7.031
H -2.279 5.819 -5.928
H -1.156 2.918 -1.630
H -3.995 5.081 -2.209
H -5.184 6.249 -0.406
H -4.282 6.206 1.899
H -2.153 5.075 2.364
H -0.187 4.112 1.652
H 0.247 4.277 -0.068
O 0.183 -1.003 2.431
S -0.668 -0.419 3.524
C 0.486 -0.088 4.928
C 1.674 0.698 4.495
C 2.922 0.091 4.456
C 4.050 0.831 4.152
C 3.934 2.180 3.863
C 2.685 2.784 3.859
C 1.557 2.045 4.165
C -1.496 -1.904 4.303
C -0.529 -3.012 4.539
C -0.184 -3.373 5.839
C 0.753 -4.365 6.070
C 1.367 -5.002 5.004
C 1.023 -4.656 3.708
C 0.081 -3.670 3.474
H 0.785 -1.044 5.357
H -0.117 0.476 5.640
H 3.012 -0.958 4.699
H 5.020 0.358 4.157
H 4.817 2.762 3.647
H 2.599 3.837 3.638
H 0.582 2.510 4.176
H -2.300 -2.178 3.623
H -1.929 -1.544 5.234
H -0.668 -2.894 6.677
H 1.002 -4.637 7.083
H 2.107 -5.767 5.184
H 1.486 -5.162 2.873
H -0.167 -3.403 2.457

***

Entry 3:
Molecular formula: C4H12NS2
Method: DFT, ωB97M-V/def2-TZVPD

**Energy**: -27491.8497 eV
**Gap between HOMO and LUMO (spin up / spin down)**: 7.1 / 8.3 eV
**Largest force on an atom**: 0.0697 Eh/bohr
**Relative energy (zero: lowest compared OMol25 entry of this formula, charge and spin)**: 118.4 kcal/mol
**Molar mass**: 138.3 g/mol
**Total charge**: +1

Element x y z (Å)
C -2.542 0.663 0.376
C 2.371 -1.484 -0.280
C -1.673 1.089 -0.773
C 0.687 0.410 0.202
N 0.994 -1.038 -0.308
S 1.905 1.682 -0.072
S 0.414 0.140 1.951
H -2.514 -0.389 0.835
H -2.519 1.409 1.092
H -3.554 0.555 -0.156
H 3.047 -0.847 -0.695
H 2.718 -1.451 0.751
H 2.341 -2.465 -0.687
H -1.460 0.339 -1.553
H -1.491 2.129 -1.058
H 0.415 -1.542 0.393
H 0.474 -1.210 -1.221
H 1.185 2.597 0.588
H 0.163 1.425 2.516